[1]
ORCA calculation (wB97M-V/def2-TZVPD) on a cluster of 2 separate species, C2H5IS2 in total at a distorted geometry.

Structure (XYZ):
```
10
C2H5IS2 | the Open Molecules 2025 dataset | wB97M-V/def2-TZVPD
C 0.08082 0.99489 -0.19294
C -0.86676 0.57006 0.73582
S 1.05673 -1.84298 -0.91533
S -0.21255 -2.19457 0.62864
I -2.89460 0.65948 0.23509
H 1.10763 1.09586 0.23853
H -0.35478 1.99222 -0.71102
H 0.28262 0.30982 -1.04350
H -0.54839 -0.08400 1.52431
H 2.34928 -1.50078 -0.49960
```

## Properties
Molecular weight, g mol⁻¹: 220.1
Energy above the lowest of the compared OMol25 structures with the same formula, charge and spin, kJ/mol: 301.9
Orbital gap (spin up / spin down), eV: 6.464 / 7.968
E_HOMO (spin up / spin down), Eh: -0.295 / -0.313

Here are the Löwdin charges for atoms 1 to 4, given in e: number 1, C, carries -0.357; number 2, C, carries -0.775; number 3, S, carries 0.208; number 4, S, carries 0.113


[2]
ORCA calculation (wB97M-V/def2-TZVPD) on a structure of composition C11H15ClN2O2PdS at a distorted geometry.

Structure (XYZ):
```
33
C11H15ClN2O2PdS | the Open Molecules 2025 dataset | wB97M-V/def2-TZVPD
Cl 0.28956 3.19285 -2.21951
C -1.90341 -0.69914 -2.76355
C -1.05636 -1.82490 -2.53835
C 0.20427 -1.57565 -3.12258
H -1.36334 -2.75501 -2.05677
C 0.17563 -0.27220 -3.75364
C -1.18727 0.24748 -3.56744
H -1.55963 1.12203 -4.10090
H -2.94583 -0.61045 -2.46060
H 1.05217 -2.25819 -3.19505
C 1.21757 0.32884 -4.62205
Pd 0.10729 0.85965 -1.83101
C 2.02097 0.81259 -1.37286
O 3.09141 0.92974 -0.97855
C -0.71278 0.83169 0.03925
O -1.54853 1.52440 0.52883
H 2.21522 0.04920 -4.25963
H 1.12266 1.42010 -4.58704
H 1.12218 -0.01386 -5.66100
C 0.24278 1.51847 4.34504
N 0.50131 0.94061 3.01970
C -0.05305 -0.16894 2.55272
S 0.14471 -0.57466 0.82516
N -0.73645 -1.03802 3.32173
C -0.24975 -1.59680 4.59883
H -0.56449 0.97706 4.84062
H -0.04245 2.56801 4.22380
H 1.15365 1.47042 4.95155
H 0.99636 1.50051 2.32586
H -1.32413 -1.67218 2.76971
H -1.08711 -1.63603 5.30265
H 0.12014 -2.61882 4.43862
H 0.55671 -0.97879 5.00648
```

## Properties
Spin multiplicity: 5
Molecular weight, g mol⁻¹: 381.2
Total charge: +2
Orbital gap (spin up / spin down), eV: 8.064 / 6.015
E_HOMO (spin up / spin down), Eh: -0.548 / -0.606
⟨S²⟩: 6.018

Here are the Löwdin charges for atoms 1 to 4, given in e: number 1, Cl, carries 0.164; number 2, C, carries -0.010; number 3, C, carries -0.008; number 4, C, carries 0.024


[3]
ORCA calculation (wB97M-V/def2-TZVPD) on a cluster of 2 separate species, C9H14S in total at a distorted geometry.

Structure (XYZ):
```
24
C9H14S | the Open Molecules 2025 dataset | wB97M-V/def2-TZVPD
C 0.72811 -0.73829 -1.46792
C 2.11020 2.36642 0.28194
C 1.61917 1.08704 0.06401
C 2.00296 3.29555 -0.76722
C 0.94405 0.74932 -1.11491
C 1.27858 2.96414 -1.89324
C 0.81718 1.66585 -2.13889
H 2.48292 2.61439 1.26529
H 1.73081 0.32601 0.82696
H 2.31991 4.32033 -0.63810
H 1.10551 3.73141 -2.63940
H 1.09638 -0.92669 -2.46925
H -0.31124 -1.00398 -1.32192
H 0.28064 1.53081 -3.06636
H 1.35827 -1.29333 -0.77708
C -2.61870 -1.99157 1.93436
C -2.76301 -0.94860 0.81148
S -1.16217 -3.09618 1.70898
H -2.47796 -1.58422 2.92827
H -3.49235 -2.61734 1.84815
H -2.98661 0.06593 1.15110
H -1.21876 -3.42783 0.42305
H -3.55494 -1.23109 0.12420
H -1.81803 -0.84744 0.29096
```

## Properties
Molecular weight, g mol⁻¹: 154.3
Energy above the lowest of the compared OMol25 structures with the same formula, charge and spin, kJ/mol: 54.0
Orbital gap, eV: 9.938
E_HOMO, Eh: -0.332

Here are the Löwdin charges for atoms 1 to 4, given in e: number 1, C, carries -0.041; number 2, C, carries -0.079; number 3, C, carries -0.063; number 4, C, carries -0.098


[4]
ORCA calculation (wB97M-V/def2-TZVPD) on a cluster of 11 separate species, C34H73F8O11S10 in total at a distorted geometry.

Structure (XYZ):
```
136
C34H73F8O11S10 | the Open Molecules 2025 dataset | wB97M-V/def2-TZVPD
F 8.82983 -1.30973 -2.81888
C 8.10127 -0.68857 -1.86305
F 8.35836 0.62379 -1.94544
C 6.61803 -0.98684 -2.16063
F 6.37417 -0.69039 -3.43689
F 6.46259 -2.31148 -1.97792
C 5.64079 -0.25064 -1.22254
F 5.89377 1.06418 -1.29470
F 5.97015 -0.65088 0.03194
C 4.12349 -0.51794 -1.43769
F 3.86928 -0.55892 -2.75796
F 3.49549 0.58315 -0.95174
C 3.61285 -1.77657 -0.74380
O 2.32552 -2.10773 -1.11770
C 1.28448 -1.42943 -0.37560
C 0.01809 -2.25429 -0.37212
C -0.79399 -2.17978 -1.66894
C -1.97757 -1.36185 -1.65254
C -2.48380 -0.81896 -2.88097
C -3.62886 -0.03731 -2.93337
C -4.36313 0.28091 -1.77994
C -3.89999 -0.25171 -0.57169
C -2.75951 -1.05223 -0.50048
H 8.41165 -1.09746 -0.90464
H 3.74139 -1.67710 0.33429
H 4.25979 -2.59483 -1.07038
H 1.10822 -0.43951 -0.80079
H 1.63783 -1.28390 0.65407
H 0.31697 -3.29574 -0.20188
H -0.54662 -1.96788 0.51543
H -0.14279 -1.76361 -2.44723
H -1.95713 -1.04726 -3.79959
H -3.97074 0.33489 -3.89451
H -5.26057 0.87632 -1.81309
H -4.45239 -0.03975 0.34043
H -2.48173 -1.44799 0.46280
C 6.94951 3.28709 -4.40617
S 5.53356 4.37913 -4.22523
O 5.83175 5.61081 -5.00331
C 5.83022 4.76813 -2.49704
H 6.97745 2.95182 -5.44050
H 7.86337 3.83271 -4.16888
H 6.83043 2.42773 -3.74527
H 6.82184 5.21063 -2.39004
H 5.74972 3.85850 -1.90096
H 5.07079 5.47925 -2.17891
C -8.47645 -0.76515 0.52240
S -8.93692 -0.23008 -1.12901
O -7.70152 0.21125 -1.82003
C -9.81026 1.24912 -0.59886
H -7.87207 -1.66333 0.44126
H -7.90161 0.01816 1.01833
H -9.38235 -0.98823 1.08928
H -9.12134 1.88094 -0.03577
H -10.66914 0.97453 0.00973
H -10.15651 1.77191 -1.48493
C 6.63843 -2.37800 3.45537
S 4.87637 -2.51220 3.79651
O 4.17179 -1.98105 2.60757
C 4.83200 -1.21743 5.04295
H 6.87208 -3.07927 2.65688
H 6.86961 -1.36177 3.13476
H 7.20390 -2.63852 4.35046
H 5.19164 -0.28377 4.61032
H 5.44648 -1.51115 5.89447
H 3.79736 -1.10253 5.35855
C 9.98153 5.60416 -0.38036
S 10.15908 7.38630 -0.27761
O 10.61986 7.70189 1.10413
C 8.40645 7.76299 -0.34687
H 10.97651 5.16922 -0.31440
H 9.36345 5.25271 0.44588
H 9.53178 5.34224 -1.33796
H 7.89292 7.26657 0.47651
H 8.00289 7.43352 -1.30444
H 8.29043 8.84068 -0.25525
C -3.58266 -3.30734 4.81264
S -3.89345 -2.58745 3.19228
O -2.58320 -2.14681 2.65656
C -4.70743 -1.10407 3.78961
H -3.01479 -4.22346 4.66015
H -3.00261 -2.60854 5.41736
H -4.53894 -3.52985 5.28650
H -4.02575 -0.56429 4.44908
H -5.62320 -1.37416 4.30855
H -4.93610 -0.49431 2.91710
C 1.58794 -8.17768 -1.40185
S 1.64500 -6.88877 -0.14328
O 0.27872 -6.79295 0.42382
C 1.89156 -5.53333 -1.29417
H 1.40855 -9.12698 -0.90030
H 0.77468 -7.96572 -2.09612
H 2.54225 -8.21386 -1.92810
H 1.07650 -5.49505 -2.01767
H 2.84902 -5.68565 -1.79602
H 1.91952 -4.59393 -0.74501
C -9.06852 -4.56049 4.21586
S -8.18210 -3.70667 5.52358
O -7.05309 -3.00509 4.86184
C -7.49368 -5.18213 6.28532
H -9.53273 -3.80574 3.58497
H -8.36544 -5.14550 3.62330
H -9.83520 -5.19937 4.65579
H -6.90678 -5.73035 5.54823
H -8.30309 -5.80169 6.67179
H -6.85274 -4.86383 7.10507
C 13.62537 8.51722 -0.19536
S 13.65357 8.43913 -1.98819
O 13.73885 7.00276 -2.36318
C 15.30659 9.12421 -2.17431
H 12.68682 8.08765 0.14670
H 14.46288 7.94531 0.20564
H 13.68505 9.55841 0.12228
H 16.02022 8.50246 -1.63367
H 15.31897 10.14492 -1.79213
H 15.54890 9.12721 -3.23500
C -12.51284 4.86473 -1.97786
S -13.00668 3.84083 -0.58672
O -12.66650 2.44092 -0.94563
C -14.77818 4.02884 -0.83350
H -11.42641 4.84535 -2.03227
H -12.93595 4.45821 -2.89635
H -12.85374 5.88720 -1.81468
H -15.04464 3.68232 -1.83199
H -15.05414 5.07526 -0.70235
H -15.28191 3.42082 -0.08520
C -7.76835 -6.09113 -0.77310
S -8.07626 -4.32271 -0.71281
O -7.80707 -3.90356 0.68739
C -9.86390 -4.43920 -0.87860
H -6.69893 -6.24026 -0.64066
H -8.31612 -6.58351 0.03105
H -8.07584 -6.47919 -1.74427
H -10.26874 -5.04242 -0.06479
H -10.10931 -4.88121 -1.84433
H -10.26418 -3.42799 -0.82888
```

## Properties
Molecular weight, g mol⁻¹: 1130.6
Energy above the lowest of the compared OMol25 structures with the same formula, charge and spin, kJ/mol: 0.0
Total charge: -1
Orbital gap, eV: 2.600
E_HOMO, Eh: -0.034

Here are the Löwdin charges for atoms 1 to 4, given in e: number 1, F, carries 0.095; number 2, C, carries -0.300; number 3, F, carries 0.103; number 4, C, carries -0.403